# 1
Computed, not measured: C54H89BBr2N20O8P as an isolated structure at a distorted geometry, with ωB97M-V with the def2-TZVPD basis set.

Each line ends with the Löwdin charge.
Cartesian coordinates (Å):
Br: -1.932 -0.995 -2.563  0.987
Br: 0.301 -1.085 -7.081  0.675
P: 2.934 -0.385 -2.258  0.977
O: 0.866 -0.900 0.027  -0.131
O: 3.672 -1.094 -0.919  -0.282
O: 1.789 1.845 -6.085  0.057
O: -2.425 3.060 -3.041  0.065
O: -1.588 0.231 -5.540  -0.062
O: 2.385 3.608 -4.811  0.021
O: 3.895 -0.045 -3.602  -0.268
O: 1.218 1.163 0.530  -0.030
N: 0.192 -7.877 0.690  0.104
N: -5.733 -2.920 -2.825  0.104
N: 8.524 0.488 -1.893  0.107
N: 4.217 -4.623 -1.971  0.134
N: 0.731 -1.554 8.684  0.112
N: -9.241 6.188 5.317  0.115
N: 3.013 -0.078 1.929  0.209
N: 2.187 -10.327 -7.739  0.099
N: 1.832 -11.041 -2.165  0.128
N: -5.047 6.711 6.496  0.103
N: -5.234 0.792 8.516  0.100
N: -8.915 -0.697 3.439  0.120
N: 13.244 0.195 -2.142  0.123
N: -4.875 2.589 2.832  0.111
N: -0.828 0.939 -0.562  -0.076
N: -3.831 1.113 -2.743  0.079
N: 0.361 3.510 4.616  0.130
N: -7.824 -2.136 -8.176  0.119
N: -2.812 1.070 5.228  0.142
N: -0.228 0.812 3.535  -0.018
C: -5.565 5.936 5.761  -0.263
C: 10.850 1.804 -2.179  -0.084
C: 5.927 1.984 -2.148  -0.104
C: 2.139 -9.786 -5.107  -0.101
C: -9.102 7.343 5.548  -0.231
C: -1.844 0.103 0.227  -0.159
C: -1.129 4.828 0.349  -0.076
C: 2.166 -10.088 -6.578  -0.255
C: -1.084 2.289 0.026  -0.143
C: -6.397 0.381 3.027  -0.088
C: 9.551 1.069 -2.019  -0.212
C: 2.392 2.179 -1.821  -0.195
C: -0.439 3.618 -0.533  -0.191
C: -2.503 3.688 5.752  -0.069
C: 6.485 -4.166 -3.356  -0.053
C: -2.850 -0.167 9.303  -0.073
C: 1.603 -3.256 0.151  -0.056
C: -6.219 4.957 4.830  -0.090
C: -4.182 0.369 8.864  -0.252
C: 0.647 -2.143 -0.614  -0.255
C: 1.510 0.843 -1.889  -0.240
C: 0.512 -0.250 -4.122  -0.221
C: -9.903 -0.251 5.899  -0.052
C: 2.021 0.356 1.371  -0.243
C: 2.747 2.542 5.385  -0.047
C: 14.410 1.603 -4.112  -0.055
C: 2.452 -7.406 -0.687  -0.072
C: -2.027 0.269 1.790  -0.158
C: 4.942 3.012 -1.394  -0.365
C: -6.191 -1.832 -5.241  -0.082
C: 4.599 4.352 -2.239  -0.095
C: -8.926 8.804 5.842  -0.063
C: 0.912 -11.847 0.227  -0.058
C: 3.603 2.300 -0.779  -0.172
C: -6.828 -1.922 -8.783  -0.239
C: 0.606 0.367 -0.592  -0.243
C: 0.345 2.220 -3.997  -0.053
C: -5.546 1.613 2.918  -0.226
C: -5.568 -1.650 -9.553  -0.064
C: 0.281 0.945 -3.020  -0.236
C: -2.676 2.227 5.461  -0.215
C: 13.758 0.817 -3.012  -0.226
C: 1.524 2.453 -5.008  -0.343
C: 0.086 -1.394 7.701  -0.256
C: 5.222 -4.418 -2.584  -0.210
C: -5.935 -2.439 -3.891  -0.252
C: -0.910 -0.317 2.782  -0.228
C: 1.426 -11.399 -1.110  -0.218
C: -0.735 -1.189 6.462  -0.088
C: 1.415 3.083 4.955  -0.212
C: 1.190 -7.668 0.082  -0.252
C: -9.351 -0.500 4.525  -0.210
C: -0.429 -0.219 -5.408  -0.695
C: -1.092 0.827 -2.094  -0.315
B: -2.449 1.653 -2.651  -0.562
H: -2.926 0.247 -0.170  0.138
H: -4.226 0.705 -1.901  0.061
H: -2.259 4.668 0.261  0.086
H: -5.659 -2.047 -10.566  0.081
H: 2.641 -6.333 -0.737  0.025
H: -5.773 -0.480 3.271  0.081
H: -8.736 9.349 4.916  0.078
H: 0.662 3.649 -0.163  0.116
H: -3.408 4.084 6.219  0.061
H: 1.896 4.267 -4.264  0.109
H: -5.579 4.083 4.700  0.024
H: 2.392 -2.721 0.812  0.082
H: 1.675 -12.434 0.740  0.080
H: -0.792 5.853 -0.063  0.097
H: -0.172 -1.064 2.335  0.109
H: -6.907 0.196 2.081  0.072
H: -3.093 3.211 -3.747  0.123
H: 0.934 -3.925 0.819  0.084
H: 5.810 2.127 -3.278  0.087
H: 1.290 -9.140 -4.876  0.073
H: -2.314 1.315 2.190  0.103
H: 0.123 1.528 2.885  0.022
H: 5.611 0.921 -1.815  0.054
H: -1.128 -2.146 6.113  0.085
H: 7.326 -4.656 -2.862  0.086
H: 2.990 2.203 -2.826  0.110
H: -4.095 0.684 -3.628  0.071
H: 4.448 4.046 -3.331  0.063
H: 10.733 2.840 -1.857  0.082
H: -0.787 2.422 1.143  0.140
H: 3.938 1.356 -0.244  0.090
H: 4.776 -0.482 -3.544  0.071
H: -2.910 -0.512 10.337  0.084
H: 0.019 -12.461 0.094  0.082
H: -0.961 1.169 4.164  -0.005
H: -4.720 -2.127 -9.058  0.075
H: 2.046 -10.712 -4.539  0.029
H: 5.487 5.097 -2.228  0.091
H: -1.452 -0.904 3.628  0.107
H: -0.118 -0.749 5.675  0.054
H: -2.986 -0.351 2.037  0.136
H: 0.908 -2.271 -1.719  0.087
H: 2.357 -7.799 -1.701  0.069
H: -0.824 4.734 1.447  0.082
H: -1.673 -1.028 0.165  0.106
H: -6.518 -0.797 -5.126  0.078
H: 6.986 2.188 -1.760  0.050
H: -5.391 -0.574 -9.607  0.078
H: 3.506 3.323 5.312  0.081
H: 1.842 3.177 -1.833  0.092
H: 6.386 -4.562 -4.368  0.085
H: -1.661 3.833 6.430  0.071
H: 3.252 3.036 0.052  0.124
H: 3.696 4.934 -1.798  0.087
H: -6.386 5.424 3.858  0.080
H: -10.626 0.565 5.866  0.083
H: -0.597 3.937 -1.599  0.091
H: 11.158 1.789 -3.225  0.069
H: -2.557 -1.002 8.666  0.054
H: 6.680 -3.093 -3.410  0.073
H: 5.519 3.384 -0.456  0.134
H: -8.082 8.947 6.519  0.079
H: -2.233 2.472 0.112  0.167
H: 4.356 -1.732 -1.256  0.072
H: 3.061 -9.280 -4.815  0.071
H: 0.315 3.160 -3.313  0.111
H: -0.596 2.370 -4.663  0.150
H: -7.140 0.514 3.811  0.033
H: 0.659 -10.978 0.837  0.066
H: -0.408 -2.624 -0.512  0.110
H: 3.295 -7.894 -0.195  0.082
H: 0.611 -1.295 -3.625  0.090
H: 3.031 1.706 4.744  0.072
H: -6.968 -2.395 -5.760  0.052
H: 2.690 2.196 6.419  0.084
H: 14.651 2.607 -3.758  0.082
H: -2.093 0.617 9.233  0.080
H: 11.624 1.327 -1.574  0.029
H: 2.114 -3.963 -0.610  0.045
H: -2.313 4.232 4.826  0.069
H: 13.735 1.678 -4.966  0.079
H: 1.563 -0.173 -4.618  0.097
H: -1.569 -0.518 6.676  0.025
H: -5.277 -1.853 -5.837  0.070
H: -9.094 0.016 6.581  0.081
H: -7.178 4.638 5.241  0.052
H: -10.398 -1.151 6.268  0.082
H: -9.829 9.200 6.310  0.079
H: 15.330 1.107 -4.427  0.082

Properties
E_LUMO in eV: -2.9
HOMO-LUMO gap in Ha: 0.2369
Total charge: +1


# 2
Computed, not measured: a 4-piece molecular cluster, C55H103BrN8O7Si overall at a distorted geometry, with ωB97M-V with the def2-TZVPD basis set.

Each line ends with the Löwdin spin population.
Cartesian coordinates (Å):
Br: -0.621 -3.522 4.146  0.001
Si: -2.165 3.759 2.107  0.000
O: 1.348 6.623 -0.502  0.527
O: 1.577 -3.371 5.733  0.000
O: -1.309 2.325 2.072  0.000
O: 7.069 0.452 2.933  0.000
O: 4.712 -1.970 1.957  0.000
O: -0.542 -3.403 -0.135  0.504
O: -3.987 -6.888 -4.216  0.523
N: 1.791 -2.598 2.317  0.000
N: 3.622 -1.213 2.427  0.000
N: 1.934 -0.917 0.715  0.000
N: -4.538 -7.696 -5.059  0.378
N: 3.541 4.313 4.848  0.000
N: 2.315 7.437 -0.210  0.373
N: 6.238 2.566 2.709  0.000
N: -1.167 -4.185 -0.956  0.393
C: -3.841 3.330 2.843  0.000
C: 1.099 -0.326 -2.038  0.000
C: 1.962 2.557 5.646  0.000
C: -7.177 -8.554 -4.147  0.001
C: 1.489 9.400 1.789  0.001
C: 6.130 1.205 3.016  0.000
C: 4.148 7.802 1.452  0.002
C: -1.002 2.819 -2.404  0.000
C: 1.231 -3.385 4.619  0.000
C: -6.141 -7.746 -6.978  0.002
C: -2.455 4.502 0.422  0.000
C: -3.523 -3.566 -0.440  0.017
C: 1.742 0.522 1.075  0.000
C: -1.367 5.023 3.243  0.000
C: 1.741 7.940 2.155  0.016
C: 1.759 0.863 3.684  0.000
C: 1.313 8.776 -2.028  -0.001
C: -0.603 1.484 -2.362  0.000
C: 1.987 8.827 -0.663  0.026
C: 5.394 2.986 1.579  0.000
C: -1.527 -6.596 -1.497  0.003
C: -2.113 -2.084 -1.839  -0.001
C: 1.216 3.513 -1.844  0.001
C: 2.806 5.765 1.535  -0.001
C: -3.432 -9.409 -3.665  -0.001
C: -5.469 -5.614 -6.001  -0.001
C: 2.562 -0.603 -1.766  0.000
C: 7.635 2.917 2.405  0.000
C: 2.528 0.951 2.346  0.000
C: -2.408 -3.523 -1.479  0.028
C: -2.876 -4.197 -2.777  0.002
C: 1.323 2.216 4.288  0.000
C: -3.783 -4.967 0.090  0.001
C: 3.282 9.653 -0.847  0.003
C: -0.054 -5.959 0.360  -0.001
C: 2.921 -1.184 -0.387  0.000
C: 1.613 2.181 -1.837  0.000
C: 0.244 0.781 1.138  0.000
C: 1.055 9.527 0.329  0.016
C: -0.127 2.251 1.280  0.000
C: -2.498 -5.600 0.608  0.017
C: 4.813 0.652 3.521  0.000
C: -4.681 -9.062 -4.466  0.026
C: 2.434 -1.594 1.809  0.000
C: 3.869 0.216 2.383  0.000
C: -6.929 -7.142 -4.672  0.016
C: 0.720 1.139 -2.074  0.000
C: -4.789 -10.126 -5.583  0.003
C: -1.327 -5.552 -0.373  0.027
C: -0.100 3.849 -2.133  0.000
C: 2.729 7.255 1.212  0.027
C: -5.901 -9.141 -3.545  0.016
C: 2.388 4.018 5.716  0.000
C: -5.758 -7.068 -5.651  0.027
C: 2.248 -3.308 3.492  0.000
H: 4.361 3.105 1.882  0.000
H: 0.917 -2.882 1.869  -0.001
H: 7.674 3.981 2.220  0.000
H: -2.132 5.750 3.493  0.000
H: -6.919 -7.166 -7.473  0.000
H: -4.237 -9.821 -6.471  0.002
H: -0.153 -6.987 0.704  0.000
H: 3.470 5.247 0.839  0.000
H: -5.285 -5.005 -5.117  -0.001
H: 3.815 3.510 4.297  0.000
H: -3.288 5.194 0.497  0.000
H: 4.960 -2.584 2.660  0.000
H: -2.062 -4.272 -3.498  0.001
H: -0.540 5.503 2.734  0.000
H: -6.539 -8.751 -6.862  0.000
H: 4.848 7.402 0.718  0.001
H: 5.464 2.294 0.740  0.000
H: 1.158 9.792 -2.386  0.000
H: -7.827 -6.760 -5.161  0.001
H: -3.286 -5.191 -2.634  0.000
H: -3.970 3.736 3.838  0.000
H: 7.952 2.426 1.486  0.000
H: -5.680 -8.608 -2.614  0.002
H: 0.484 -0.890 -1.346  0.000
H: 4.211 8.886 1.424  0.000
H: 3.203 5.642 2.542  0.000
H: 4.312 1.312 4.216  0.000
H: 3.176 0.271 -1.922  0.000
H: 3.303 5.020 4.168  0.000
H: -4.045 2.266 2.816  0.000
H: -0.408 4.878 -2.139  0.000
H: 4.494 7.502 2.441  0.000
H: 1.261 2.347 6.446  0.000
H: -1.869 -1.479 -0.967  0.000
H: -1.117 -7.560 -1.198  0.000
H: 0.246 2.216 4.400  0.000
H: 1.544 4.607 5.366  0.000
H: 1.584 3.029 3.620  0.000
H: 0.708 9.805 2.434  0.001
H: -4.230 -5.594 -0.686  0.000
H: -4.436 -3.160 -0.878  0.002
H: 0.905 0.198 3.631  0.000
H: -2.691 -6.638 0.887  0.002
H: 2.380 10.003 1.980  0.000
H: -3.262 -2.910 0.397  0.002
H: 2.634 4.289 6.734  0.000
H: -1.009 -6.299 -2.409  0.002
H: -0.224 0.200 1.924  0.000
H: -2.573 -6.769 -1.743  0.000
H: -6.329 -5.191 -6.520  0.000
H: 0.979 10.580 0.054  0.001
H: -5.284 -7.795 -7.650  0.001
H: -1.311 0.699 -2.572  0.000
H: 0.339 8.291 -1.989  0.000
H: -0.216 0.438 0.221  0.000
H: 0.131 -5.340 1.240  -0.001
H: -7.557 -9.198 -4.945  0.000
H: 2.985 -2.264 -0.473  0.000
H: -0.305 2.642 0.280  0.000
H: -4.602 -5.534 -6.659  0.000
H: 8.291 2.643 3.214  0.000
H: -3.312 -8.772 -2.791  0.000
H: 0.817 -5.900 -0.296  0.000
H: -1.033 4.549 4.159  0.000
H: -2.991 -1.645 -2.309  0.000
H: -1.606 5.066 0.050  0.000
H: 3.570 10.204 0.047  0.000
H: 0.690 2.843 1.691  0.000
H: 5.088 -0.250 4.048  0.000
H: -2.534 -9.324 -4.279  0.000
H: -3.671 -3.610 -3.237  -0.001
H: 1.830 5.281 1.501  -0.001
H: -6.733 -6.478 -3.823  0.003
H: 3.926 -0.847 -0.152  0.000
H: 2.860 1.964 5.820  0.000
H: 2.913 -1.328 -2.488  0.000
H: 2.648 1.986 -1.600  0.000
H: -2.754 3.719 -0.268  0.000
H: 4.116 9.017 -1.143  0.002
H: -6.065 -10.185 -3.271  0.001
H: 1.932 8.247 -2.755  0.000
H: -5.817 -10.340 -5.873  0.000
H: 1.932 4.284 -1.618  0.001
H: 3.128 -2.858 3.922  0.000
H: -2.021 3.076 -2.649  0.000
H: -4.603 3.801 2.227  0.000
H: -7.957 -8.527 -3.385  0.001
H: -2.204 -5.083 1.529  0.002
H: -4.515 -4.917 0.897  0.001
H: 0.049 9.108 0.228  0.002
H: 0.790 7.403 2.135  0.003
H: 5.726 3.951 1.225  0.000
H: 2.102 1.142 0.263  0.000
H: 0.861 -0.739 -3.011  0.000
H: 2.790 1.987 2.197  0.000
H: 2.116 7.869 3.179  0.001
H: -3.510 -10.436 -3.312  0.000
H: 4.382 0.458 1.454  0.000
H: -4.362 -11.071 -5.250  0.000
H: -1.285 -2.026 -2.544  0.000
H: 3.151 10.393 -1.634  0.000
H: 2.486 -4.338 3.239  0.000
H: 2.422 0.421 4.421  0.000

Properties
E_LUMO (spin up / spin down) in eV: -3.4 / -3.4
HOMO-LUMO gap (spin up / spin down) in Ha: 0.2421 / 0.2781
Multiplicity: 4
<S²>: 3.76
Total charge: +1